Below is the molecule C20H22N2O5S, with properties calculated with ωB97M-V/def2-TZVPD.

Each line ends with the Mulliken charge.
Positions of all 50 atoms, in Å:
C (4.4460, 4.7027, 3.6696)  -1.07
C (3.0286, 4.3168, 4.0994)  -0.66
C (2.2298, 3.8769, 2.8879)  0.70
O (1.5965, 4.6702, 2.2255)  -0.64
N (2.2980, 2.5481, 2.5619)  0.20
C (2.9924, 1.5245, 3.3449)  -0.81
C (2.8824, 0.2212, 2.5352)  -0.77
C (1.9787, 0.5982, 1.4021)  0.61
C (1.4719, -0.1961, 0.3996)  -0.64
C (0.6463, 0.3995, -0.5430)  0.30
S (-0.1228, -0.5722, -1.8171)  1.55
O (-0.4928, 0.2750, -2.9083)  -0.71
O (0.6919, -1.7355, -2.1160)  -0.74
N (-1.5374, -1.0614, -1.0655)  -0.12
C (-1.8565, -2.4344, -0.6994)  -0.25
C (-1.9199, -3.3962, -1.9079)  -0.58
C (-3.0303, -2.9755, -2.8289)  0.21
C (-4.3214, -3.4533, -2.6384)  -0.39
C (-5.3545, -3.0316, -3.4560)  -0.55
C (-5.1094, -2.1194, -4.4689)  -0.41
C (-3.8271, -1.6343, -4.6617)  -0.86
C (-2.7915, -2.0600, -3.8472)  -0.12
C (-0.8933, -2.9789, 0.3702)  0.15
O (-1.2858, -3.2607, 1.4694)  -0.63
O (0.3641, -3.1662, 0.0090)  -0.54
C (0.3451, 1.7477, -0.4953)  -0.72
C (0.8606, 2.5540, 0.5075)  -1.40
C (1.6758, 1.9634, 1.4636)  0.02
H (5.0099, 5.0658, 4.5252)  0.34
H (4.9776, 3.8561, 3.2405)  0.30
H (4.4024, 5.4913, 2.9227)  0.31
H (2.5322, 5.2014, 4.5011)  0.36
H (3.0551, 3.5501, 4.8721)  0.28
H (4.0337, 1.8094, 3.5047)  0.32
H (2.5061, 1.4185, 4.3200)  0.34
H (2.4614, -0.5928, 3.1250)  0.37
H (3.8540, -0.1062, 2.1613)  0.33
H (1.7103, -1.2451, 0.3462)  0.61
H (-2.3121, -0.5994, -1.5166)  0.43
H (-2.8426, -2.4023, -0.2195)  0.54
H (-0.9666, -3.3781, -2.4375)  0.39
H (-2.0993, -4.4055, -1.5310)  0.55
H (-4.5146, -4.1643, -1.8476)  0.40
H (-6.3524, -3.4151, -3.3023)  0.38
H (-5.9159, -1.7896, -5.1069)  0.38
H (-3.6289, -0.9222, -5.4486)  0.41
H (-1.7933, -1.6761, -4.0012)  0.40
H (0.5711, -2.7831, -0.8871)  0.36
H (-0.2895, 2.1589, -1.2633)  0.52
H (0.6361, 3.6059, 0.5506)  0.56

SMILES: CCC(=O)N1CCc2cc(S(=O)(=O)N[C@@H](Cc3ccccc3)C(=O)O)ccc21
Net charge: 0
Largest force on an atom in eV/A: 0.8
Total energy in a.u.: -1659.266284
Lowest unoccupied orbital energy in eV: 0.53
Energy above the lowest of the compared OMol25 structures with the same formula, charge and spin in kJ/mol: 33.1

***

Below is the molecule C20H22N2O5S, with properties calculated with ωB97M-V/def2-TZVPD.

Each line ends with the Mulliken charge.
Positions of all 50 atoms, in Å:
C (0.9272, 2.1931, -2.5532)  -1.22
C (1.0579, 1.5880, -1.1590)  -0.56
N (1.5586, 0.2236, -1.2026)  0.49
C (2.9983, 0.0912, -1.2130)  -1.58
C (3.6291, 0.4492, 0.1153)  0.90
C (3.0302, 0.0787, 1.3130)  0.09
C (3.6297, 0.4059, 2.5174)  -0.84
C (4.8280, 1.0989, 2.5392)  -0.43
C (5.4286, 1.4687, 1.3479)  -0.59
C (4.8293, 1.1482, 0.1427)  -0.62
C (0.6666, -0.7823, -1.2062)  0.74
O (-0.5373, -0.5760, -1.2479)  -0.67
C (1.1976, -2.2119, -1.1635)  -0.74
C (0.0449, -3.1269, -0.8111)  -1.18
S (-0.5940, -2.6437, 0.8441)  1.37
O (-0.8951, -3.8680, 1.5410)  -0.82
O (0.3600, -1.7593, 1.4681)  -0.64
C (-2.1356, -1.7604, 0.6134)  -0.22
C (-3.2163, -2.4145, 0.0575)  -0.66
C (-4.4033, -1.7275, -0.1306)  -0.98
C (-4.4983, -0.3923, 0.2405)  0.71
C (-3.4025, 0.2476, 0.8360)  0.54
C (-2.2175, -0.4448, 1.0196)  -0.52
N (-3.5556, 1.5649, 1.2679)  -0.10
C (-4.6344, 2.3295, 0.9698)  0.38
O (-4.7798, 3.4543, 1.3868)  -0.64
C (-5.6138, 1.6693, 0.0055)  -0.31
O (-5.6808, 0.2580, 0.0664)  -0.49
H (1.8891, 2.2228, -3.0604)  0.30
H (0.5451, 3.2075, -2.4806)  0.42
H (0.2358, 1.6010, -3.1471)  0.30
H (0.0749, 1.5589, -0.6845)  0.22
H (1.7387, 2.1793, -0.5416)  0.45
H (3.2766, -0.9278, -1.4872)  0.50
H (3.3961, 0.7560, -1.9887)  0.26
H (2.0958, -0.4628, 1.3146)  0.42
H (3.1549, 0.1120, 3.4411)  0.46
H (5.2932, 1.3513, 3.4805)  0.38
H (6.3628, 2.0108, 1.3557)  0.38
H (5.2999, 1.4413, -0.7858)  0.38
H (1.9653, -2.3006, -0.3951)  0.42
H (1.6198, -2.4815, -2.1357)  0.57
H (0.3429, -4.1673, -0.7230)  0.51
H (-0.7854, -3.0162, -1.5022)  0.46
H (-3.1281, -3.4538, -0.2149)  0.51
H (-5.2684, -2.2056, -0.5606)  0.45
H (-1.3559, 0.0190, 1.4721)  0.46
H (-2.8264, 1.9713, 1.8397)  0.21
H (-5.3267, 1.9862, -1.0107)  0.23
H (-6.6217, 2.0371, 0.2091)  0.30

SMILES: CCN(Cc1ccccc1)C(=O)CCS(=O)(=O)c1ccc2c(c1)NC(=O)CO2
Net charge: 0
Largest force on an atom in eV/A: 0.8
Total energy in a.u.: -1659.250724
Lowest unoccupied orbital energy in eV: 0.53
Energy above the lowest of the compared OMol25 structures with the same formula, charge and spin in kJ/mol: 74.0

***

Below is the molecule C20H22N4O3S in a non-equilibrium geometry, with properties calculated with ωB97M-V/def2-TZVPD.

Each line ends with the Mulliken charge.
Positions of all 50 atoms, in Å:
C (2.1217, -6.0880, 0.2066)  -0.81
N (0.7174, -5.6830, -0.1119)  0.65
C (0.3952, -4.4736, -0.6936)  -0.33
C (-0.9483, -4.4889, -0.8598)  -0.14
S (-1.9699, -3.1818, -1.5933)  1.33
O (-3.4145, -3.4489, -1.4430)  -0.66
O (-1.5117, -2.6976, -2.9013)  -0.65
N (-1.5824, -1.9884, -0.4463)  -0.25
C (-2.1259, -0.6748, -0.7027)  -1.37
C (-1.6578, 0.2541, 0.3925)  0.31
C (-2.5260, 0.6609, 1.4423)  -0.48
C (-2.0867, 1.4889, 2.4364)  -1.04
C (-0.7815, 2.0196, 2.3615)  0.02
C (0.1375, 1.6253, 1.3702)  -0.27
C (1.5697, 2.1657, 1.2488)  0.44
C (1.5600, 3.5812, 0.6324)  -1.17
C (0.9598, 3.6860, -0.7563)  0.19
C (-0.3709, 4.1319, -0.8994)  -0.09
C (-1.0155, 4.2464, -2.1199)  -0.78
C (-0.2507, 3.9508, -3.2945)  -0.42
C (1.0179, 3.4757, -3.1794)  -0.69
C (1.6387, 3.3331, -1.9398)  -0.01
C (2.2720, 2.1298, 2.6087)  -0.19
N (2.5728, 0.9194, 3.2056)  -0.38
O (2.8236, 3.0765, 3.1330)  -0.65
C (-0.3309, 0.7708, 0.3600)  0.02
C (-1.4235, -5.7414, -0.2946)  -0.38
N (-0.3975, -6.4441, 0.1225)  -0.91
H (2.2473, -7.1362, 0.0184)  0.31
H (2.3232, -5.9544, 1.2894)  0.29
H (2.8509, -5.5780, -0.4138)  0.30
H (1.0749, -3.6651, -0.9673)  0.43
H (-1.8044, -2.3739, 0.4553)  0.30
H (-1.8360, -0.2941, -1.6944)  0.46
H (-3.1975, -0.7219, -0.7318)  0.53
H (-3.5722, 0.3759, 1.4760)  0.42
H (-2.7083, 1.7841, 3.2795)  0.39
H (-0.4588, 2.7745, 3.1023)  0.41
H (2.1457, 1.4998, 0.6147)  0.66
H (1.0351, 4.2887, 1.3114)  0.34
H (2.5984, 3.9383, 0.5317)  0.55
H (-0.9133, 4.3713, -0.0005)  0.34
H (-2.0564, 4.5542, -2.1886)  0.39
H (-0.7741, 3.9323, -4.2384)  0.36
H (1.5246, 3.2215, -4.1061)  0.36
H (2.6434, 2.9504, -1.8534)  0.43
H (3.3107, 0.9435, 3.8932)  0.25
H (2.3458, 0.0525, 2.7156)  0.22
H (0.2581, 0.5306, -0.5252)  0.45
H (-2.4294, -6.0999, -0.2529)  0.52

SMILES: Cn1cc(S(=O)(=O)NCc2cccc([C@@H](Cc3ccccc3)C(N)=O)c2)cn1
Net charge: 0
Largest force on an atom in eV/A: 2.8
Total energy in a.u.: -1618.223642
Lowest unoccupied orbital energy in eV: 0.25
Energy above the lowest of the compared OMol25 structures with the same formula, charge and spin in kJ/mol: 425.2

***

Below is the molecule C20H22N4O4, with properties calculated with ωB97M-V/def2-TZVPD.

Each line ends with the Mulliken charge.
Positions of all 50 atoms, in Å:
C (2.5912, 0.5078, -6.4084)  -0.78
O (1.8471, 1.6933, -6.5313)  -0.44
C (1.3843, 2.3052, -5.4025)  0.12
C (0.6797, 3.4903, -5.6050)  -0.65
C (0.1827, 4.1721, -4.5137)  -0.60
C (0.3692, 3.6960, -3.2305)  -0.56
C (1.0565, 2.4998, -3.0090)  0.37
N (1.2784, 2.0665, -1.7040)  0.06
C (0.1911, 2.0889, -0.7528)  -0.98
C (-0.5962, 0.7618, -0.7894)  -0.58
N (0.2885, -0.3537, -0.5290)  0.02
C (0.4705, -0.9866, 0.6772)  0.56
O (1.5002, -1.5718, 0.9433)  -0.69
N (-0.6296, -0.9566, 1.5088)  0.01
C (-0.7425, -1.5136, 2.7829)  0.32
C (0.3542, -1.9339, 3.5304)  -0.48
C (0.1735, -2.4589, 4.7963)  -0.96
C (-1.0945, -2.5664, 5.3457)  0.65
C (-2.1955, -2.1221, 4.6092)  0.55
C (-2.0186, -1.6062, 3.3368)  -0.87
N (-3.4587, -2.1798, 5.2025)  -0.11
C (-3.7066, -2.8340, 6.3630)  0.41
O (-4.7937, -2.8387, 6.8933)  -0.64
C (-2.5116, -3.6154, 6.8978)  -0.33
O (-1.2481, -3.0538, 6.6159)  -0.49
C (1.3995, -0.3853, -1.4658)  -0.79
C (2.1550, 0.9493, -1.4267)  -1.19
C (1.5630, 1.8133, -4.1171)  0.26
H (3.5000, 0.6598, -5.8164)  0.32
H (2.8686, 0.2282, -7.4237)  0.24
H (1.9984, -0.2992, -5.9641)  0.32
H (0.5450, 3.8516, -6.6108)  0.45
H (-0.3516, 5.0987, -4.6622)  0.36
H (0.0009, 4.2744, -2.3980)  0.47
H (-0.4888, 2.9112, -0.9653)  0.41
H (0.6104, 2.2266, 0.2504)  0.35
H (-1.4105, 0.8133, -0.0679)  0.35
H (-1.0245, 0.6311, -1.7909)  0.20
H (-1.5088, -0.6765, 1.1021)  0.28
H (1.3412, -1.8649, 3.1079)  0.49
H (1.0181, -2.7860, 5.3802)  0.43
H (-2.8825, -1.2668, 2.7816)  0.32
H (-4.2300, -1.7012, 4.7561)  0.20
H (-2.5776, -4.6330, 6.4760)  0.23
H (-2.5861, -3.6871, 7.9846)  0.29
H (2.0565, -1.2070, -1.1809)  0.46
H (0.9901, -0.5655, -2.4649)  0.43
H (2.9952, 0.9495, -2.1190)  0.54
H (2.5526, 1.0880, -0.4149)  0.44
H (2.0940, 0.8871, -3.9781)  0.24

SMILES: COc1cccc(N2CCN(C(=O)Nc3ccc4c(c3)NC(=O)CO4)CC2)c1
Net charge: 0
Largest force on an atom in eV/A: 0.5
Total energy in a.u.: -1295.342808
Lowest unoccupied orbital energy in eV: 0.40
Energy above the lowest of the compared OMol25 structures with the same formula, charge and spin in kJ/mol: 151.4

***

Below is a structure of composition C20H22N4OPdS3, with properties calculated with ωB97M-V/def2-TZVPD.

Each line ends with the Mulliken charge.
Positions of all 51 atoms, in Å:
Pd (0.9158, -1.2144, 1.1029)  0.06
C (0.1660, 1.8072, -1.9738)  -1.33
C (0.6917, 1.1780, -0.7187)  1.08
N (1.0872, -0.0410, -0.6823)  0.05
N (1.0465, -0.7471, -1.8980)  -1.00
C (0.3809, -1.8373, -1.8193)  0.60
S (-0.5010, -2.4283, -0.4213)  -0.24
S (0.3573, -2.8210, -3.3027)  -0.08
C (-1.4509, -2.8950, -3.5525)  -1.26
C (-1.9936, -1.6539, -4.1981)  0.70
C (-2.4829, -0.6257, -3.3992)  -0.10
C (-2.9636, 0.5449, -3.9698)  -0.69
C (-2.9615, 0.6970, -5.3490)  -0.48
C (-2.4751, -0.3264, -6.1531)  -0.50
C (-1.9932, -1.4932, -5.5798)  -0.45
C (0.6938, 1.9771, 0.5293)  0.02
C (1.2134, 3.2735, 0.4818)  -0.54
C (1.1969, 4.1101, 1.5807)  -0.79
C (0.5994, 3.6500, 2.7520)  -0.33
C (0.0797, 2.3738, 2.8237)  -0.56
C (0.1345, 1.4826, 1.7324)  0.94
O (-0.3560, 0.2676, 1.8711)  -1.04
H (0.5261, 1.2974, -2.8621)  0.41
H (-0.9241, 1.7243, -1.9490)  0.23
H (0.4080, 2.8673, -2.0118)  0.47
H (-1.6282, -3.7870, -4.1523)  0.50
H (-1.9065, -3.0506, -2.5764)  0.42
H (-2.4854, -0.7486, -2.3209)  0.37
H (-3.3455, 1.3361, -3.3365)  0.43
H (-3.3414, 1.6065, -5.7964)  0.39
H (-2.4734, -0.2149, -7.2299)  0.37
H (-1.6051, -2.2860, -6.2096)  0.38
H (1.6534, 3.6252, -0.4439)  0.43
H (1.6165, 5.1047, 1.5222)  0.39
H (0.5438, 4.2965, 3.6202)  0.39
H (-0.4058, 2.0272, 3.7284)  0.36
C (2.8578, 0.1884, 4.0521)  -0.88
N (1.9769, -0.9640, 4.0401)  0.11
C (0.6997, -0.9246, 4.7545)  -0.20
C (0.1377, -2.3125, 4.4705)  -0.65
N (0.7876, -2.6247, 3.1931)  -0.07
C (1.9375, -1.8754, 3.0602)  0.22
S (3.1027, -2.1864, 1.8630)  -0.31
H (3.2801, 0.3109, 5.0492)  0.31
H (2.3041, 1.0881, 3.7745)  0.26
H (3.6609, 0.0237, 3.3392)  0.31
H (0.0658, -0.1513, 4.3147)  -0.12
H (0.8561, -0.7312, 5.8139)  0.50
H (-0.9443, -2.3141, 4.3724)  0.37
H (0.4404, -3.0374, 5.2296)  0.31
H (0.8192, -3.5661, 2.8350)  0.23

Net charge: 0
Largest force on an atom in eV/A: 1.0
Total energy in a.u.: -2391.995550
Lowest unoccupied orbital energy (spin up / spin down) in eV: 0.34 / -1.37
2S+1: 3
<S²>: 2.010

***

Q: The lowest largest force on an atom belongs to which entry?
A: C20H22N4O4

***

Q: Look up the largest force on an atom of the fifth one.
A: 1.0 eV/A